Computed, not measured: 11 unconnected molecules or ions with the total composition C19H48O17 in a non-equilibrium geometry, with ωB97M-V/def2-TZVPD.

CARTESIAN COORDINATES (ANGSTROEM)
O -4.84325 -5.25925 2.76703
C -4.32683 -4.21209 2.99683
O -4.94257 -3.11964 3.51445
C -3.97256 -2.10194 3.76517
C -2.76557 -2.58313 2.97465
O -3.02091 -3.97133 2.78973
H -4.29459 -1.13379 3.37917
H -3.82736 -1.90782 4.83022
H -1.88501 -2.45843 3.59777
H -2.74155 -2.10307 2.00143
O -3.44000 0.32888 1.55572
C -3.38326 1.44366 1.14954
O -2.43035 1.93885 0.32481
C -2.82926 3.22179 -0.10257
C -3.83469 3.67657 0.98219
O -4.21967 2.41167 1.56929
H -1.98447 3.90955 -0.09702
H -3.31275 3.20406 -1.07837
H -4.71402 4.04684 0.46140
H -3.42547 4.33047 1.74490
O -0.75300 -2.15598 0.65071
C -0.28465 -1.21861 0.09814
O 0.98263 -0.76544 0.27104
C 1.12682 0.47927 -0.39840
C -0.08343 0.53118 -1.34506
O -0.91321 -0.51139 -0.85111
H 0.98151 1.32665 0.27657
H 2.08222 0.60834 -0.89451
H 0.24710 0.30798 -2.35934
H -0.54513 1.50925 -1.26629
C 0.53778 -4.01727 3.29612
C 0.98428 -4.91926 2.14455
O 2.08360 -4.28221 1.52544
H 0.23918 -3.03977 2.91065
H 1.28398 -3.85593 4.07210
H -0.40348 -4.37621 3.72227
H 0.13054 -4.96222 1.45547
H 1.08141 -5.94739 2.50978
H 2.33038 -4.76401 0.72712
C -0.85140 3.30561 -2.98479
C -0.77438 3.10367 -4.50345
O -0.16201 1.83421 -4.77683
H -1.30206 4.28084 -2.76533
H 0.07333 3.15841 -2.43486
H -1.61956 2.58643 -2.68207
H -0.18210 3.88309 -4.97732
H -1.78374 3.01777 -4.91153
H -0.82982 1.14980 -4.68884
C 4.53531 2.19381 -2.13758
C 3.72158 2.80518 -1.00538
O 2.44770 3.22675 -1.50563
H 5.55562 1.96987 -1.82798
H 4.54483 2.75610 -3.06799
H 4.05287 1.23874 -2.36485
H 4.13134 3.70435 -0.53113
H 3.58932 2.06814 -0.20265
H 2.06589 3.81973 -0.84499
C 1.19900 3.90361 2.17823
C 0.26550 4.84276 1.44436
O 0.38394 4.65267 0.03952
H 2.24125 4.19908 2.05542
H 1.08545 2.88509 1.80408
H 0.95821 3.88501 3.24028
H 0.49071 5.88090 1.71020
H -0.75882 4.66652 1.79763
H -0.12590 5.33829 -0.40386
C 4.77078 -2.54317 -0.01208
C 3.85871 -2.16438 -1.18380
O 2.58428 -2.77542 -1.12794
H 5.65976 -1.90823 -0.08795
H 5.12443 -3.57015 0.02236
H 4.26483 -2.23673 0.90746
H 4.36751 -2.50103 -2.08740
H 3.77954 -1.07335 -1.16661
H 2.08951 -2.37838 -0.39737
O -1.39971 -2.88284 -2.42599
H -2.15752 -3.45921 -2.58238
H -1.63866 -2.35743 -1.65337
O -2.79891 -4.55919 -0.10843
H -1.99323 -4.02364 -0.11099
H -3.48667 -3.96283 0.20236
O 1.10310 -2.38664 -3.54529
H 0.25298 -2.48769 -3.08404
H 1.75282 -2.69492 -2.88280

Cartesian forces, eV/Å:
-0.265 0.297 0.085
0.048 -0.423 0.165
-0.137 -0.007 0.085
-0.220 0.875 -0.349
-0.320 0.193 0.775
0.163 0.034 0.124
-0.354 -0.244 -0.249
0.112 -0.752 0.102
0.375 0.021 -0.581
0.461 0.100 0.100
0.208 -0.251 -0.353
0.091 0.037 0.965
-0.141 -0.417 -0.178
-0.219 1.394 0.773
-0.330 -1.261 -0.979
0.145 0.508 -0.307
0.188 -0.375 -0.338
0.180 -0.249 -0.053
-0.055 0.530 0.508
-0.101 0.075 0.028
-0.185 -0.519 0.271
0.615 0.480 -0.660
-0.125 -0.082 0.420
-0.800 1.143 -0.247
1.417 -0.046 -0.281
-0.476 0.100 0.262
0.404 -0.355 0.494
0.024 -0.473 -0.013
-0.420 -0.030 -0.139
-0.328 -0.425 -0.077
-0.597 0.251 -0.264
-1.519 0.847 0.468
0.431 -0.541 0.004
0.412 0.048 -0.229
0.088 -0.255 -0.003
0.275 -0.413 0.208
0.103 0.007 -0.126
0.882 0.035 -0.125
-0.043 0.106 0.028
-1.335 0.162 -0.682
0.334 -1.045 0.697
0.370 0.401 -0.111
0.276 0.111 0.030
0.146 0.062 -0.258
0.279 -0.067 0.435
-0.064 -0.120 -0.239
-0.028 0.789 -0.089
0.011 -0.070 -0.018
-0.416 -0.480 0.366
-0.233 0.797 -0.043
-0.070 -0.394 0.018
0.013 0.096 0.053
-0.042 0.356 0.200
0.129 -0.040 -0.173
0.692 -0.249 -0.183
0.067 -0.067 -0.044
-0.250 -0.062 -0.152
0.021 -0.076 -0.227
-0.048 0.238 0.642
-0.056 -0.080 0.053
-0.001 -0.007 0.003
-0.030 0.014 -0.010
0.051 0.097 0.020
0.094 -0.015 -0.064
-0.075 -0.129 -0.253
0.141 0.007 -0.109
-0.101 1.004 0.039
0.848 -0.548 0.610
0.091 -0.108 -0.071
0.056 -0.057 0.009
-0.395 -0.148 -0.024
0.127 -0.432 0.161
-0.405 0.216 -0.293
-0.099 0.039 -0.333
0.119 -0.182 0.009
-0.363 0.043 0.123
0.172 -0.085 0.056
-0.080 0.015 -0.123
0.128 0.163 -0.424
-0.090 -0.092 0.170
0.022 -0.099 0.103
0.280 0.051 0.445
0.133 -0.194 -0.348
-0.404 0.223 -0.286

Values from the calculation:
- lowest unoccupied orbital energy (eV) = -0.28
- energy above the lowest of the compared OMol25 structures with the same formula, charge and spin (kcal/mol) = 0.00
- HOMO-LUMO gap (eV) = 9.532